No. 1
A cluster of 2 separate species, C14H16 in total. Source: OMol25; level of theory: wB97M-V/def2-TZVPD.

Geometry as ORCA input:
```
! RIJCOSX wB97M-V def2-TZVPD def2/J DEFGRID3
* xyz 0 1
C 2.073 1.840 3.184
C -0.155 0.867 1.906
C -2.224 -0.854 -0.893
C -0.183 2.137 2.422
C -1.146 0.221 -2.776
C 0.886 2.597 3.207
C -0.376 -1.951 -2.092
C 2.058 0.574 2.638
C 0.426 -1.052 -4.342
C -0.337 -0.881 -3.012
C -2.141 0.198 -1.791
C 1.100 -1.284 1.273
C -1.265 -1.860 -1.045
C 0.923 -0.013 2.018
H 0.905 3.534 3.733
H 1.469 -0.801 -4.191
H 0.378 -1.993 1.664
H -1.047 0.369 1.492
H -2.815 -0.600 -0.019
H 0.392 -2.140 -4.531
H 2.975 2.288 3.597
H -1.104 1.100 -3.441
H 0.889 -1.293 0.196
H 3.089 0.026 2.631
H -1.273 -2.589 -0.223
H 0.342 -2.773 -2.138
H -1.038 2.794 2.330
H -2.789 1.082 -1.689
H -0.077 -0.578 -5.180
H 2.089 -1.702 1.461
*
```

Values from the calculation:
E_HOMO   -8.76 eV
SMILES   Cc1ccccc1.Cc1ccccc1
Lowest unoccupied orbital energy   0.95 eV
Calculated total energy   -14776.603 eV
Gap between HOMO and LUMO   9.71 eV
ΔE to the lowest compared entry with this formula, charge and spin   26.80 kcal per mole

***

No. 2
A structure of composition C6H8NO. Source: OMol25; level of theory: wB97M-V/def2-TZVPD.

Geometry as ORCA input:
```
! RIJCOSX wB97M-V def2-TZVPD def2/J DEFGRID3
* xyz 1 3
O -1.806 0.066 1.347
N -0.214 -0.927 -0.279
C 1.263 1.460 -0.042
C 0.196 1.494 0.758
C 1.683 0.356 -0.849
C 0.925 -0.778 -1.058
C -0.489 0.222 1.150
C -1.191 -1.773 -0.450
H -0.453 2.307 1.064
H -1.227 -2.563 -1.143
H 0.103 -0.335 1.966
H -2.070 -1.502 0.248
H -2.290 0.385 0.603
H 1.153 -1.484 -1.833
H 2.559 0.673 -1.418
H 1.858 2.400 -0.065
*
```

Values from the calculation:
Expectation value of S²   2.0278
E_HOMO (alpha / beta)   -11.35 / -15.35 eV
Lowest unoccupied orbital energy (alpha / beta)   -4.19 / -7.33 eV
Calculated total energy   -9877.322 eV
Gap between HOMO and LUMO (alpha / beta)   7.16 / 8.02 eV
ΔE to the lowest compared entry with this formula, charge and spin   0.00 kcal per mole

***

No. 3
A structure of composition C2H7NOP2. Source: OMol25; level of theory: wB97M-V/def2-TZVPD.

Geometry as ORCA input:
```
! RIJCOSX wB97M-V def2-TZVPD def2/J DEFGRID3
* xyz 0 1
P -2.236 1.986 -0.582
P 0.845 0.053 -0.072
O -2.663 -0.528 0.219
N -2.558 0.633 -0.109
C 0.308 -0.182 1.497
C 1.450 -1.649 -0.631
H 0.112 3.154 -1.218
H 0.238 2.363 -1.015
H 1.073 -2.292 0.157
H 0.922 -1.797 -1.596
H 0.441 -1.037 2.134
H 2.490 -1.393 -0.664
H -0.423 0.688 1.878
*
```

Values from the calculation:
E_HOMO   -9.12 eV
Lowest unoccupied orbital energy   0.10 eV
Calculated total energy   -24297.415 eV
Gap between HOMO and LUMO   9.22 eV
ΔE to the lowest compared entry with this formula, charge and spin   59.50 kcal per mole

***

No. 4
A structure of composition Cl4Na. Source: OMol25; level of theory: wB97M-V/def2-TZVPD.

Geometry as ORCA input:
```
! RIJCOSX wB97M-V def2-TZVPD def2/J DEFGRID3
* xyz -3 1
Cl 2.526 2.205 2.989
Cl 3.249 -0.208 -2.827
Cl -1.746 -3.751 -1.854
Cl -3.878 1.122 2.301
Na -0.150 0.632 -0.608
*
```

Values from the calculation:
E_HOMO   -0.20 eV
Lowest unoccupied orbital energy   5.70 eV
Calculated total energy   -54507.779 eV
Gap between HOMO and LUMO   5.90 eV
ΔE to the lowest compared entry with this formula, charge and spin   14.08 kcal per mole

***

No. 5
An isolated molecule of C6H13N. Source: OMol25; level of theory: wB97M-V/def2-TZVPD.

Geometry as ORCA input:
```
! RIJCOSX wB97M-V def2-TZVPD def2/J DEFGRID3
* xyz 0 1
N 0.560 -0.581 -0.679
C -0.996 1.503 -0.409
C -0.538 0.107 -0.017
C 0.792 -0.010 0.639
C 1.186 0.074 -1.818
C 1.118 -0.940 1.776
C -1.712 -0.788 0.325
H 0.683 -0.219 -2.747
H 1.153 1.167 -1.749
H -0.186 2.217 -0.595
H -1.661 1.493 -1.288
H 2.182 -1.198 1.758
H 1.359 0.927 0.657
H -1.375 -1.777 0.639
H 2.236 -0.221 -1.908
H -2.364 -0.372 1.104
H -2.320 -0.918 -0.579
H 0.546 -1.869 1.705
H -1.559 1.866 0.449
H 0.896 -0.462 2.736
*
```

Values from the calculation:
E_HOMO   -8.85 eV
SMILES   C[C@H]1N(C)C1(C)C
Lowest unoccupied orbital energy   1.08 eV
Calculated total energy   -7922.007 eV
Gap between HOMO and LUMO   9.93 eV
ΔE to the lowest compared entry with this formula, charge and spin   19.04 kcal per mole

***

No. 6
A structure of composition C3H4O3Yb. Source: OMol25; level of theory: wB97M-V/def2-TZVPD.

Geometry as ORCA input:
```
! RIJCOSX wB97M-V def2-TZVPD def2/J DEFGRID3
* xyz 1 2
Yb -1.892 -0.592 -1.568
O -0.251 -1.329 1.575
O -0.880 1.408 -1.285
O -0.982 -2.580 -0.355
C 0.696 -0.536 0.857
C -0.560 -1.453 0.189
C 0.105 1.718 -0.536
H 1.583 -0.941 0.347
H 1.107 1.578 -0.980
H -0.043 2.543 0.184
H 1.115 0.184 1.573
*
```

Values from the calculation:
Expectation value of S²   0.7669
E_HOMO (alpha / beta)   -11.62 / -12.95 eV
Lowest unoccupied orbital energy (alpha / beta)   -5.04 / -5.43 eV
Calculated total energy   -40835.540 eV
Gap between HOMO and LUMO (alpha / beta)   6.58 / 7.52 eV
ΔE to the lowest compared entry with this formula, charge and spin   88.48 kcal per mole

***

No. 7
A cluster of 2 separate species, C6H8NO2P in total. Source: OMol25; level of theory: wB97M-V/def2-TZVPD.

Geometry as ORCA input:
```
! RIJCOSX wB97M-V def2-TZVPD def2/J DEFGRID3
* xyz 0 3
P -0.080 1.143 0.290
O -3.066 1.298 -3.740
O -2.269 0.243 -1.213
N -3.572 0.665 -2.917
C -1.037 0.624 1.886
C -0.137 -0.905 -1.414
C -1.058 0.006 -0.965
C 1.299 -0.117 0.202
C 2.454 -0.125 1.184
C 1.094 -1.012 -0.780
H -0.818 1.303 2.770
H 1.828 -1.850 -1.021
H 3.284 0.558 0.793
H -2.177 0.690 1.652
H 3.011 -1.157 1.266
H 2.200 0.193 2.188
H -0.245 -1.224 -2.508
H -0.712 -0.334 2.327
*
```

Values from the calculation:
Expectation value of S²   2.0310
E_HOMO (alpha / beta)   -7.55 / -9.06 eV
Lowest unoccupied orbital energy (alpha / beta)   0.33 / -1.67 eV
Calculated total energy   -21220.363 eV
Gap between HOMO and LUMO (alpha / beta)   7.88 / 7.38 eV
ΔE to the lowest compared entry with this formula, charge and spin   0.00 kcal per mole

***

No. 8
A structure of composition C4H9N3O4. Source: OMol25; level of theory: wB97M-V/def2-TZVPD.

Geometry as ORCA input:
```
! RIJCOSX wB97M-V def2-TZVPD def2/J DEFGRID3
* xyz 0 1
O 2.458 -0.215 1.028
O -0.883 1.724 -0.618
O 0.830 -0.694 -2.253
O 1.620 1.323 -2.647
N 0.179 -0.197 0.320
N 1.030 0.470 -1.981
N 1.303 1.857 0.125
C -1.961 1.011 -1.156
C 0.265 1.079 -0.271
C 0.973 -1.830 2.043
C 1.288 -0.715 1.002
H 1.465 2.693 -0.498
H -2.837 1.778 -0.964
H 2.003 1.361 0.570
H 1.843 -2.072 2.510
H 0.429 -2.772 1.524
H -2.160 0.126 -0.526
H 0.243 -1.400 2.759
H -0.591 -0.880 0.111
H -1.819 0.683 -2.299
*
```

Values from the calculation:
E_HOMO   -8.50 eV
Lowest unoccupied orbital energy   0.39 eV
Calculated total energy   -16950.085 eV
Gap between HOMO and LUMO   8.89 eV
ΔE to the lowest compared entry with this formula, charge and spin   6.26 kcal per mole

***

No. 9
The ion C6H12NO with charge -1. Source: OMol25; level of theory: wB97M-V/def2-TZVPD.

Geometry as ORCA input:
```
! RIJCOSX wB97M-V def2-TZVPD def2/J DEFGRID3
* xyz -1 1
O -3.281 -0.423 -2.179
N -1.422 -1.858 -0.231
C 0.221 -0.123 -0.685
C 0.617 0.293 0.702
C 2.400 1.150 2.369
C 1.783 0.876 1.015
C -1.311 -0.326 -0.665
C -2.079 -0.030 -2.102
H -1.693 0.167 0.184
H -1.952 1.041 -2.136
H -0.887 -2.311 -1.042
H 0.428 0.644 -1.393
H 2.149 2.093 2.816
H 3.497 0.999 2.372
H 2.117 0.429 3.155
H 0.751 -1.044 -0.891
H -0.048 0.022 1.557
H 2.552 1.125 0.238
H -1.416 -0.516 -2.759
H -2.425 -2.209 -0.325
*
```

Values from the calculation:
E_HOMO   -2.38 eV
SMILES   C/C=C/C[C@H](N)C[O-]
Lowest unoccupied orbital energy   3.46 eV
Calculated total energy   -9952.202 eV
Gap between HOMO and LUMO   5.85 eV
ΔE to the lowest compared entry with this formula, charge and spin   26.37 kcal per mole

***

Please write out number 8 again, unchanged.
A structure of composition C4H9N3O4. Source: OMol25; level of theory: wB97M-V/def2-TZVPD.

Geometry as ORCA input:
```
! RIJCOSX wB97M-V def2-TZVPD def2/J DEFGRID3
* xyz 0 1
O 2.458 -0.215 1.028
O -0.883 1.724 -0.618
O 0.830 -0.694 -2.253
O 1.620 1.323 -2.647
N 0.179 -0.197 0.320
N 1.030 0.470 -1.981
N 1.303 1.857 0.125
C -1.961 1.011 -1.156
C 0.265 1.079 -0.271
C 0.973 -1.830 2.043
C 1.288 -0.715 1.002
H 1.465 2.693 -0.498
H -2.837 1.778 -0.964
H 2.003 1.361 0.570
H 1.843 -2.072 2.510
H 0.429 -2.772 1.524
H -2.160 0.126 -0.526
H 0.243 -1.400 2.759
H -0.591 -0.880 0.111
H -1.819 0.683 -2.299
*
```

Values from the calculation:
E_HOMO   -8.50 eV
Lowest unoccupied orbital energy   0.39 eV
Calculated total energy   -16950.085 eV
Gap between HOMO and LUMO   8.89 eV
ΔE to the lowest compared entry with this formula, charge and spin   6.26 kcal per mole